No. 1
ORCA calculation (ωB97M-V/def2-TZVPD) on an isolated molecule of C28H37N5O4S in a non-equilibrium geometry.

Last column: Löwdin charge in e.
CARTESIAN COORDINATES (ANGSTROEM)
C (3.11809, -0.56142, 3.08855)  -0.030
C (2.65338, -0.31879, 1.65914)  -0.332
C (2.99258, 1.06963, 1.16094)  -0.054
N (1.17028, -0.35375, 1.61814)  0.013
N (0.60224, 0.79451, 1.97001)  0.170
N (-0.71182, 0.54860, 1.98151)  0.030
C (-1.57158, 1.77364, 2.14713)  -0.360
C (-1.30136, 2.68699, 0.97391)  -0.033
C (-1.19787, 2.42771, 3.45635)  -0.044
C (-0.98216, -0.75148, 1.65519)  -0.049
C (-2.39533, -1.28855, 1.88296)  -0.520
C (-2.41595, -2.81987, 1.84979)  -0.047
C (-3.28762, -0.73763, 0.76548)  -0.021
C (-2.95406, -0.87321, 3.25143)  -0.033
C (0.24399, -1.34200, 1.36363)  -0.059
C (0.63776, -2.74228, 0.95250)  -0.041
H (4.21195, -0.51202, 3.12804)  0.092
H (2.72093, 0.21538, 3.75495)  0.084
H (2.79706, -1.54645, 3.44560)  0.084
H (3.03619, -1.08812, 0.98303)  0.128
H (4.07781, 1.21213, 1.12861)  0.092
H (2.58503, 1.20268, 0.15225)  0.086
H (2.54230, 1.82003, 1.82230)  0.073
H (-2.61233, 1.45613, 2.14663)  0.103
H (-1.81041, 3.64004, 1.14351)  0.090
H (-0.22370, 2.87223, 0.89216)  0.087
H (-1.67275, 2.25570, 0.03732)  0.094
H (-1.66004, 3.41847, 3.49681)  0.090
H (-1.54881, 1.85879, 4.32335)  0.081
H (-0.11065, 2.54474, 3.51326)  0.082
H (-1.71362, -3.21722, 2.60098)  0.101
H (-3.43111, -3.17423, 2.10318)  0.099
H (-2.16371, -3.20186, 0.84592)  0.093
H (-3.35520, 0.35803, 0.81932)  0.072
H (-2.88034, -1.00908, -0.22167)  0.106
H (-4.30316, -1.15005, 0.87371)  0.099
H (-2.99216, 0.20846, 3.39971)  0.057
H (-3.98332, -1.24743, 3.32518)  0.098
H (-2.36649, -1.30697, 4.06815)  0.099
H (-0.29223, -3.29763, 0.73194)  0.111
H (1.15519, -3.23658, 1.80579)  0.139
C (7.76445, -7.09691, -3.52671)  -0.051
C (6.65208, -6.58813, -2.64574)  -0.267
C (5.92759, -7.48424, -1.85692)  -0.031
C (4.91350, -7.03886, -1.00826)  -0.055
C (4.55759, -5.68281, -0.97086)  -0.274
S (3.29756, -5.12524, 0.19948)  0.739
O (2.76581, -6.33087, 0.78117)  -0.295
O (3.83160, -4.05687, 1.01337)  -0.316
N (1.93860, -4.31542, -0.57629)  -0.074
C (1.50003, -4.75003, -1.80763)  -0.228
C (1.72505, -5.96476, -2.43671)  -0.044
C (1.20037, -6.13540, -3.71489)  -0.103
C (0.40128, -5.12682, -4.30964)  -0.097
C (0.13650, -3.92029, -3.65719)  -0.025
C (0.72981, -3.71436, -2.41474)  -0.122
C (0.73621, -2.60662, -1.55528)  -0.122
N (0.28756, -1.33041, -1.91131)  -0.375
O (-0.57856, -1.20536, -2.81813)  -0.049
O (0.76960, -0.30884, -1.33522)  -0.076
C (1.49524, -2.89025, -0.28598)  -0.217
C (5.29982, -4.77857, -1.73692)  -0.039
C (6.31586, -5.23208, -2.57931)  -0.027
H (8.23977, -6.26990, -4.06387)  0.075
H (8.53891, -7.62042, -2.94585)  0.087
H (7.38098, -7.81206, -4.26854)  0.087
H (6.16898, -8.54976, -1.90142)  0.121
H (4.38879, -7.75436, -0.38209)  0.113
H (2.28028, -6.75494, -1.94071)  0.094
H (1.39615, -7.05884, -4.25996)  0.092
H (-0.02284, -5.29581, -5.30227)  0.093
H (-0.51742, -3.13688, -4.03899)  0.097
H (2.41277, -2.26998, -0.27430)  0.127
H (5.07708, -3.71910, -1.67462)  0.119
H (6.87851, -4.53234, -3.19708)  0.115

Atoms 1-2, force components in eV/Å:
0.02 -0.12 0.12
-0.04 0.17 -0.07

Computed properties:
Kohn-Sham gap: 5.8 eV
LUMO: 0.0 eV
energy: -2061.90623 a.u.
highest occupied orbital energy: -5.71 eV
multiplicity: 1

***

No. 2
ORCA calculation (ωB97M-V/def2-TZVPD) on an isolated molecule of C5H12O.

Last column: Löwdin charge in e.
CARTESIAN COORDINATES (ANGSTROEM)
C (-0.51287, -0.48247, 2.89009)  -0.118
C (0.26660, 0.14888, 1.74095)  -0.241
C (-0.21433, -0.38410, 0.40342)  -0.270
O (0.53668, 0.20919, -0.62345)  -0.159
C (0.17532, -0.21042, -1.92198)  -0.293
C (0.43204, 0.95430, -2.86025)  -0.078
H (-0.17251, -0.11192, 3.86152)  0.069
H (-0.39700, -1.57282, 2.88603)  0.073
H (-1.58384, -0.26279, 2.80454)  0.073
H (1.33898, -0.05834, 1.83851)  0.114
H (0.15371, 1.23984, 1.74712)  0.114
H (-0.12206, -1.48443, 0.38194)  0.129
H (-1.28477, -0.14684, 0.26868)  0.128
H (-0.88658, -0.50272, -1.94847)  0.115
H (0.76140, -1.09732, -2.21354)  0.120
H (0.42598, 0.64330, -3.90893)  0.073
H (1.40865, 1.38748, -2.62722)  0.077
H (-0.32540, 1.73118, -2.71894)  0.076

Atoms 1-2, force components in eV/Å:
-0.05 -0.03 0.06
0.02 0.01 -0.03

Computed properties:
Kohn-Sham gap: 10.9 eV
structure (SMILES): CCCOCC
LUMO: 1.2 eV
energy: -272.92732 a.u.
highest occupied orbital energy: -9.69 eV
multiplicity: 1

***

No. 3
ORCA calculation (ωB97M-V/def2-TZVPD) on a cluster of 3 separate species, C6H11NO in total in a non-equilibrium geometry.

Last column: Löwdin charge in e.
CARTESIAN COORDINATES (ANGSTROEM)
C (-2.24664, -0.46175, 1.09059)  -0.076
C (2.21423, 0.73215, -1.50065)  -0.135
C (-3.06990, 0.55145, 0.35629)  -0.156
N (-0.26581, -0.77290, 0.37206)  0.179
C (0.10046, 0.40118, 0.60755)  -0.460
C (1.99912, -0.22534, -0.38624)  -0.234
C (2.82654, -1.11912, 0.11021)  -0.041
O (0.13469, 1.42713, 1.16790)  0.162
H (-0.40161, -1.12174, -0.56151)  0.113
H (-2.01238, -0.22883, 2.12446)  0.069
H (-2.53800, -1.49946, 0.95823)  0.061
H (3.22143, 0.62507, -1.92793)  0.072
H (1.48195, 0.59013, -2.30018)  0.069
H (2.11783, 1.76230, -1.14826)  0.071
H (3.82444, -1.26566, -0.31032)  0.052
H (2.52407, -1.85676, 0.84341)  0.041
H (-4.10274, 0.56959, 0.73316)  0.077
H (-3.13164, 0.33083, -0.71208)  0.070
H (-2.67605, 1.56174, 0.48329)  0.067

Atoms 1-2, force components in eV/Å:
0.45 -0.91 -0.14
0.44 0.12 0.03

Computed properties:
Kohn-Sham gap (spin up / spin down): 8.1 / 7.1 eV
LUMO (spin up / spin down): 0.7 / 0.2 eV
energy: -365.01130 a.u.
highest occupied orbital energy (spin up / spin down): -7.40 / -6.89 eV
multiplicity: 1

***

No. 4
ORCA calculation (ωB97M-V/def2-TZVPD) on a structure of composition C14H12N2O4SeSn in a non-equilibrium geometry.

Last column: Löwdin charge in e.
CARTESIAN COORDINATES (ANGSTROEM)
Sn (-1.12560, 2.12273, -0.40573)  0.636
C (-0.07468, 0.32972, -1.65682)  -0.085
O (0.43469, -0.58335, -2.11176)  0.190
C (-1.33603, 2.82017, -2.79944)  -0.056
O (-1.45089, 3.15931, -3.85782)  0.225
C (0.85535, 3.10330, -0.58616)  -0.057
O (1.90382, 3.60632, -0.54956)  0.217
C (-2.99255, 1.03363, -0.82004)  -0.052
O (-3.99471, 0.45481, -0.92547)  0.218
C (-2.01400, 3.64901, 0.91387)  -0.331
H (-2.79656, 3.01590, 1.38768)  0.073
H (-1.10925, 3.93124, 1.49688)  0.067
C (-2.18522, 4.12846, -0.42715)  -0.178
H (-1.48156, 4.87618, -0.84166)  0.101
H (-3.15231, 3.98538, -0.94670)  0.101
C (2.39680, 0.15483, 0.80679)  -0.009
N (1.25650, -0.74184, 0.89279)  -0.066
C (-0.02751, -0.39846, 1.24619)  -0.596
Se (-0.64571, 1.28413, 2.06350)  0.826
N (-0.74772, -1.54900, 1.14996)  0.144
C (0.04985, -2.61602, 0.75348)  -0.187
C (-0.28087, -3.95476, 0.51777)  0.030
C (0.78728, -4.76411, 0.10201)  -0.023
C (2.09417, -4.23876, -0.07994)  -0.020
C (2.38372, -2.88557, 0.14969)  0.030
C (1.30981, -2.10194, 0.58856)  -0.185
H (3.20336, -0.19006, 1.47493)  0.124
H (2.12646, 1.18260, 1.10643)  0.064
H (2.80958, 0.19413, -0.21925)  0.114
H (-1.73133, -1.60861, 1.34498)  0.168
H (-1.33081, -4.27930, 0.68685)  0.140
H (0.59764, -5.81148, -0.08037)  0.120
H (2.88778, -4.89686, -0.40314)  0.120
H (3.38050, -2.41172, 0.02864)  0.135

Atoms 1-2, force components in eV/Å:
0.24 -0.34 1.60
1.93 -3.13 -3.45

Computed properties:
Kohn-Sham gap (spin up / spin down): 5.3 / 5.5 eV
LUMO (spin up / spin down): -8.0 / -7.8 eV
charge: +2
energy: -3566.07042 a.u.
highest occupied orbital energy (spin up / spin down): -13.36 / -13.36 eV
multiplicity: 1

***

Molecular weight list, top to bottom, in g mol⁻¹: 539.70; 88.15; 113.16; 469.93
Energy above the lowest of the compared OMol25 structures with the same formula, charge and spin list, top to bottom, in eV: 6.354; 0.581; 5.991; 4.041